The following is a quantum chemistry calculation of C42H35F3MoN5OS2Te as an isolated structure, from the Open Molecules 2025 dataset.

Geometry as XYZ:
```
90
Properties=species:S:1:pos:R:3:forces:R:3
Mo 0.48267 1.69068 0.25158 -0.40 0.52 1.10
F 0.51657 0.54898 5.96738 0.00 0.03 -0.06
C 1.66777 -0.03592 5.66508 -0.14 0.07 0.42
F 1.61667 -1.27692 6.20028 0.03 -0.29 -0.08
F 2.61607 0.61488 6.38078 0.26 0.08 -0.01
C 2.05487 -0.09352 4.21428 0.51 -0.06 -0.18
C 3.29817 -0.63292 3.95268 -0.41 0.14 -0.03
C 3.74287 -0.71192 2.63818 0.02 0.00 -0.19
C 2.92607 -0.21052 1.64708 0.29 -0.26 0.06
N 1.74007 0.34418 1.87148 0.08 0.35 -0.34
C 1.26367 0.38488 3.14238 -0.72 -0.09 0.30
S -0.29763 0.99178 3.31258 -0.57 -0.15 -0.01
H 3.90707 -0.99892 4.76718 0.06 -0.01 0.04
H 4.69677 -1.14922 2.39488 0.08 -0.05 -0.07
H 3.23857 -0.27082 0.61238 0.14 -0.06 0.15
C 3.36487 3.27848 4.74028 0.06 0.00 -0.08
C 3.79217 2.90468 3.47748 0.20 0.06 0.10
C 2.91677 2.91518 2.40608 -0.36 0.16 -0.25
C 1.58747 3.27928 2.60438 0.98 0.37 0.96
C 1.17237 3.70488 3.86668 0.02 -0.04 -0.23
C 2.05677 3.69718 4.92628 -0.02 0.06 -0.09
N 0.65497 3.21878 1.54798 -1.00 1.33 -0.09
N -0.08703 4.26548 1.48778 0.40 0.43 0.55
C -0.91753 4.27688 0.41388 0.03 -0.49 -0.27
C -1.80563 5.34568 0.23648 -0.02 -0.03 -0.13
C -2.58203 5.39308 -0.89922 0.04 0.21 0.38
C -2.46573 4.37988 -1.84462 0.28 -0.59 -0.10
C -1.60543 3.31178 -1.63822 -0.12 0.18 -0.46
C -0.80043 3.20658 -0.50692 0.59 0.06 0.79
H 4.04377 3.24988 5.57798 0.10 -0.01 0.08
H 4.81807 2.60358 3.31788 0.07 -0.01 0.00
H 3.26237 2.65688 1.41218 -0.04 -0.02 0.11
H 0.14437 4.00018 4.00108 -0.06 -0.01 0.01
H 1.72117 4.00938 5.90228 -0.06 0.00 0.13
H -1.84713 6.11178 0.99308 -0.02 0.15 0.10
H -3.27133 6.20818 -1.06202 -0.03 0.08 0.01
H -3.06263 4.41208 -2.74332 -0.07 0.02 -0.14
H -1.58063 2.53038 -2.38962 -0.14 0.06 -0.09
S -0.11113 0.62458 -4.33732 -0.23 0.77 1.49
C -0.03163 0.97088 -2.80102 1.28 -1.22 -1.44
N 0.28847 1.02608 -1.61132 -0.34 0.58 -1.16
C -4.84953 -6.79002 -2.03622 0.03 0.02 0.03
C -3.90763 -5.63482 -1.89092 0.05 0.12 0.03
C -3.08553 -5.25142 -2.93662 -0.04 -0.06 0.02
C -2.17393 -4.21352 -2.80682 0.12 0.19 0.05
C -1.30753 -3.85352 -3.97732 -0.01 -0.03 -0.02
C -2.07593 -3.54062 -1.58662 0.41 0.24 -0.04
Te -0.53013 -2.04882 -1.30102 -0.85 -0.84 0.01
N 1.30407 0.21288 -1.00362 -0.74 -2.02 -0.95
C 2.48127 0.89998 -1.11952 0.22 2.82 0.07
O 2.43627 2.08998 -0.65162 0.28 -1.66 -0.51
C 3.62217 0.31868 -1.78212 0.77 -0.40 -0.35
C 4.83167 1.02048 -1.88272 -0.35 -0.02 0.21
C 5.88607 0.47338 -2.58302 0.13 0.10 -0.04
C 5.75557 -0.76942 -3.18852 -0.19 -0.06 0.08
C 4.56397 -1.47652 -3.08302 0.18 -0.09 -0.15
C 3.50027 -0.94082 -2.38922 -0.29 0.27 0.30
C -1.85383 -0.48442 -0.73562 -0.04 0.07 -0.19
C -1.58813 0.14848 0.48578 -0.34 -0.54 0.68
C -2.39983 1.20328 0.92458 0.09 -0.18 0.09
C -3.44573 1.63818 0.12578 -0.18 -0.18 -0.30
C -3.68073 1.02288 -1.08972 -0.10 0.27 0.54
C -2.89723 -0.03722 -1.54032 0.37 -0.33 -0.07
C -3.20863 -0.67242 -2.85662 -0.09 -0.05 -0.11
C -2.91103 -3.89872 -0.52542 0.06 0.13 0.17
C -2.84883 -3.18042 0.78838 -0.04 -0.09 0.05
C -3.81853 -4.93362 -0.69572 0.02 -0.08 -0.19
H -4.89263 -7.12442 -3.06962 -0.06 -0.06 -0.05
H -5.85033 -6.51412 -1.71112 -0.11 -0.05 0.01
H -4.51303 -7.62272 -1.41972 -0.05 -0.11 0.02
H -3.14253 -5.78572 -3.87552 -0.02 -0.03 -0.12
H -1.65013 -4.35712 -4.87882 0.03 -0.05 -0.05
H -0.27723 -4.15222 -3.78232 0.11 0.05 -0.12
H -1.31733 -2.77712 -4.15102 0.06 0.01 -0.03
H 4.91757 1.98718 -1.40742 0.01 0.06 0.01
H 6.81297 1.02298 -2.66732 0.04 0.00 0.00
H 6.58037 -1.19052 -3.74332 0.09 -0.02 -0.03
H 4.46417 -2.44572 -3.55162 0.01 -0.02 -0.01
H 2.56227 -1.47562 -2.29892 0.03 0.01 -0.03
H -0.95583 -0.36912 1.21058 -0.05 0.28 -0.17
H -2.28363 1.61288 1.92058 0.17 -0.03 -0.17
H -4.07313 2.45168 0.45488 -0.08 0.10 0.02
H -4.50103 1.36318 -1.70462 -0.09 0.04 -0.11
H -3.97653 -0.10822 -3.38022 -0.06 0.02 -0.08
H -3.56203 -1.69322 -2.71402 -0.02 -0.06 -0.09
H -2.31563 -0.70892 -3.48032 -0.08 -0.13 -0.04
H -1.82003 -3.13262 1.14848 -0.02 0.08 0.07
H -3.45753 -3.68292 1.53428 -0.06 -0.05 0.08
H -3.21393 -2.15992 0.68128 0.01 0.06 0.09
H -4.45913 -5.21572 0.12728 -0.08 0.00 0.15
```
Forces are in eV/Å.

The relative energy (zero: lowest compared OMol25 entry of this formula, charge and spin) comes out at 447.4 kJ/mol. The energy is -3402.5542 Ha. The calculation puts the orbital gap (alpha / beta) at 0.1756 / 0.1723 Ha. Its spin multiplicity is 2. Its LUMO energy (alpha / beta) is -2.196 / -2.151 eV.